1.
Formula: C8H6N6O4
Source: OMol25
Level of theory: ωB97M-V/def2-TZVPD

CARTESIAN COORDINATES (ANGSTROEM)
N (-1.085, 0.076, 0.064)
C (-2.135, 0.885, -0.036)
N (-3.218, 0.121, -0.102)
C (-2.850, -1.213, -0.090)
C (-1.494, -1.251, -0.056)
H (-2.124, 1.951, -0.209)
H (-4.156, 0.488, -0.095)
H (-3.603, -1.972, -0.103)
H (-0.847, -2.105, -0.183)
O (-0.211, 1.502, -2.360)
N (0.694, 0.612, -2.383)
C (1.009, -0.027, -1.152)
C (0.280, 0.528, 0.028)
C (1.194, 0.242, 1.152)
N (1.138, 0.776, 2.420)
O (0.396, 1.519, 3.010)
O (2.210, 0.085, 3.186)
N (3.000, -0.684, 2.334)
C (2.411, -0.495, 1.106)
N (2.899, -1.044, 0.008)
C (2.219, -0.768, -1.102)
O (1.311, 0.309, -3.434)
H (0.256, 1.642, 0.007)
H (2.706, -1.177, -2.011)

## Properties
- F_max (eV/A) = 3.626
- energy (eV) = -25515.086
- gap between HOMO and LUMO (eV) = 7.5

---

2.
Formula: C8H6O
Source: OMol25
Level of theory: ωB97M-V/def2-TZVPD

CARTESIAN COORDINATES (ANGSTROEM)
C (2.007, 0.868, 0.966)
C (1.968, -1.398, 0.298)
C (0.969, 1.180, 0.091)
C (0.890, -1.060, -0.663)
C (-3.077, 0.098, -0.787)
C (2.420, -0.442, 1.074)
C (0.425, 0.173, -0.605)
C (-2.671, 0.396, 0.391)
O (-2.375, 0.621, 1.486)
H (2.552, 1.590, 1.531)
H (2.187, -2.441, 0.131)
H (0.642, 2.196, -0.127)
H (0.416, -1.918, -1.142)
H (-2.219, -0.010, -1.539)
H (-4.135, 0.147, -1.104)

## Properties
- F_max (eV/A) = 3.780
- energy (eV) = -10434.200
- gap between HOMO and LUMO (spin up / spin down) (eV) = 8.7 / 8.6

---

3.
Formula: C8H6O2
Source: OMol25
Level of theory: ωB97M-V/def2-TZVPD

CARTESIAN COORDINATES (ANGSTROEM)
O (3.182, -0.425, 0.103)
C (1.857, -0.008, 0.073)
C (1.489, 1.332, 0.136)
C (0.114, 1.716, 0.001)
C (-0.912, 0.859, 0.002)
O (-2.233, 0.932, 0.004)
C (-2.772, -0.317, 0.127)
C (-1.701, -1.178, -0.031)
C (-0.464, -0.540, -0.066)
C (0.852, -0.974, 0.038)
H (3.166, -1.366, -0.314)
H (2.193, 2.138, -0.054)
H (0.026, 2.866, -0.317)
H (-3.770, -0.643, 0.483)
H (-1.924, -2.243, 0.022)
H (0.897, -2.150, -0.207)

## Properties
- F_max (eV/A) = 5.817
- SMILES string = Oc1ccc2occc2c1
- energy (eV) = -12485.864
- gap between HOMO and LUMO (eV) = 9.0

---

4.
Formula: C8H6O5S2
Source: OMol25
Level of theory: ωB97M-V/def2-TZVPD

CARTESIAN COORDINATES (ANGSTROEM)
C (0.097, 2.994, -0.024)
C (0.788, 1.960, -0.548)
C (-1.072, 2.743, 0.776)
C (0.350, 0.652, -0.298)
C (-1.463, 1.360, 1.035)
C (-0.740, 0.375, 0.415)
C (-1.247, -1.023, 0.552)
C (-0.508, -2.053, 0.163)
O (-2.489, -3.205, -1.107)
O (3.839, -1.704, 0.244)
O (-2.015, -4.068, 1.187)
O (3.255, -0.070, -1.437)
O (3.023, -2.601, -1.908)
S (-1.437, -3.679, -0.163)
S (2.897, -1.464, -0.881)
H (0.268, 4.104, 0.032)
H (1.689, 2.066, -1.028)
H (-1.647, 3.548, 1.237)
H (1.060, 0.036, -0.778)
H (-2.325, 1.034, 1.558)
H (-2.322, -1.006, 0.971)

## Properties
- total charge = -2
- F_max (eV/A) = 4.927
- energy (eV) = -40296.673
- gap between HOMO and LUMO (spin up / spin down) (eV) = 6.6 / 6.6

---

5.
Formula: C8H7AuBr2O3S3Sb
Source: OMol25
Level of theory: ωB97M-V/def2-TZVPD

CARTESIAN COORDINATES (ANGSTROEM)
Au (-0.646, 2.236, -0.139)
Br (1.880, 3.187, -1.684)
C (1.765, 4.707, -0.482)
Br (0.190, 5.756, -0.841)
H (2.642, 5.338, -0.618)
H (1.693, 4.313, 0.532)
S (-3.090, 1.313, 2.331)
Sb (-3.040, 3.658, 1.852)
S (-2.887, 3.140, -0.525)
S (-0.607, 3.603, 1.864)
O (1.567, -1.704, 1.518)
C (0.826, -2.383, 0.653)
C (0.734, -3.778, 0.792)
C (0.016, -4.520, -0.120)
C (-0.634, -3.903, -1.188)
C (-0.607, -2.526, -1.304)
C (0.101, -1.756, -0.388)
C (-0.023, -0.290, -0.420)
O (-0.825, 0.263, -1.207)
O (0.634, 0.422, 0.405)
H (1.470, -0.733, 1.329)
H (1.239, -4.243, 1.626)
H (-0.057, -5.590, 0.002)
H (-1.185, -4.492, -1.907)
H (-1.156, -2.018, -2.081)

## Properties
- 2S+1 = 2
- F_max (eV/A) = 2.174
- energy (eV) = -197372.069
- gap between HOMO and LUMO (spin up / spin down) (eV) = 5.6 / 5.6

---

6.
Formula: C8H7BrO2
Source: OMol25
Level of theory: ωB97M-V/def2-TZVPD

CARTESIAN COORDINATES (ANGSTROEM)
C (0.080, 1.520, 2.053)
C (0.507, 0.175, 1.892)
C (-0.543, 2.192, 1.019)
C (0.234, -0.474, 0.712)
C (-0.883, 1.501, -0.133)
C (-0.532, 0.165, -0.243)
C (-0.013, -2.156, -2.919)
C (-0.963, -0.769, -1.953)
O (-1.030, -2.152, -1.957)
O (0.198, -0.766, -2.825)
Br (-2.541, 0.096, -2.740)
H (0.229, 2.163, 3.008)
H (1.031, -0.466, 2.538)
H (-0.745, 3.133, 1.268)
H (0.452, -1.430, 0.451)
H (-1.395, 1.929, -0.864)
H (0.947, -2.594, -2.633)
H (-0.425, -2.447, -3.823)

## Properties
- F_max (eV/A) = 4.283
- energy (eV) = -82543.069
- gap between HOMO and LUMO (eV) = 10.3

---

ΔE to the lowest compared entry with this formula, charge and spin in kJ/mol, matching the order above: 64.8, 491.0, 224.2, 90.0, 72.6, 242.6